# 1
{
  "formula": "C6H6N2O4",
  "method": "the ωB97M-V functional and the def2-TZVPD basis",
  "species": ["C", "C", "C", "C", "C", "C", "N", "N", "O", "O", "O", "O", "H", "H", "H", "H", "H", "H"],
  "coordinates": [[0.82, 1.00, 0.59], [1.74, 0.15, 1.12], [2.05, -2.33, 1.77], [1.28, -1.24, 1.25], [-1.35, 2.02, -3.20], [-0.41, 0.30, 0.28], [-1.53, 0.62, -0.29], [-0.06, -1.05, 0.73], [-2.46, 2.03, -3.47], [-0.22, 1.98, -3.01], [-1.88, 1.73, -0.73], [-2.44, -0.44, -0.47], [0.95, 2.05, 0.41], [2.73, 0.46, 1.40], [1.66, -3.32, 1.83], [3.06, -2.11, 2.07], [-0.72, -1.80, 0.65], [-3.21, -0.05, -0.92]],
  "lowdin_charge": [0.021, -0.032, 0.084, -0.264, -0.480, -0.164, -0.254, 0.098, 0.205, 0.205, -0.039, 0.072, 0.114, 0.108, 0.033, 0.036, 0.129, 0.128],
  "homo_lumo_gap_ev": [7.2, 7.2],
  "relative_energy_kj_mol": 260.6,
  "lumo_energy_ev": [-0.5, -0.5],
  "e_homo_ev": [-7.73, -7.73]
}


# 2
{
  "formula": "C4H8N2O",
  "method": "the ωB97M-V functional and the def2-TZVPD basis",
  "species": ["H", "N", "C", "C", "N", "C", "C", "O", "H", "H", "H", "H", "H", "H", "H"],
  "coordinates": [[-3.47, 0.53, 0.55], [-2.67, 1.21, 0.31], [-1.59, 0.52, -0.04], [-1.73, -0.99, -0.23], [-0.25, 0.85, -0.33], [1.00, 0.62, -0.62], [2.00, 0.23, 0.41], [3.31, 0.18, -0.14], [-2.45, -0.99, -1.18], [-2.24, -1.46, 0.71], [-0.73, -1.45, -0.28], [1.38, 1.00, -1.48], [1.61, -0.76, 0.93], [2.06, 1.14, 1.20], [3.76, -0.62, 0.20]],
  "lowdin_charge": [0.061, 0.044, -0.500, -0.078, 0.130, -0.107, -0.252, -0.081, 0.124, 0.102, 0.051, 0.086, 0.155, 0.170, 0.094],
  "smiles": "[H]/N=C(C)/N=C\\CO",
  "homo_lumo_gap_ev": 9.0,
  "relative_energy_kj_mol": 436.6,
  "lumo_energy_ev": 0.3,
  "e_homo_ev": -8.69
}


# 3
{
  "formula": "C4H12",
  "method": "the ωB97M-V functional and the def2-TZVPD basis",
  "species": ["C", "C", "H", "H", "H", "H", "H", "H", "C", "C", "H", "H", "H", "H", "H", "H"],
  "coordinates": [[0.22, 2.57, 0.17], [-1.05, 2.19, -0.62], [0.51, 3.55, -0.14], [0.03, 2.59, 1.24], [1.13, 2.02, -0.08], [-1.53, 3.02, -1.13], [-0.82, 1.42, -1.36], [-1.79, 1.84, 0.08], [-0.29, -2.66, 0.27], [1.14, -2.14, 0.20], [-0.51, -2.98, 1.28], [-1.08, -1.96, 0.00], [-0.41, -3.52, -0.38], [1.31, -1.24, 0.79], [1.82, -2.93, 0.49], [1.34, -1.77, -0.81]],
  "lowdin_charge": [-0.164, -0.160, 0.045, 0.057, 0.058, 0.058, 0.056, 0.049, -0.180, -0.175, 0.055, 0.058, 0.063, 0.056, 0.062, 0.061],
  "smiles": "CC.CC",
  "homo_lumo_gap_ev": 12.8,
  "relative_energy_kj_mol": 28.1,
  "lumo_energy_ev": 1.1,
  "e_homo_ev": -11.65
}


# 4
{
  "formula": "C5H15NO",
  "method": "the ωB97M-V functional and the def2-TZVPD basis",
  "species": ["C", "C", "N", "C", "C", "C", "H", "H", "H", "H", "H", "H", "H", "H", "H", "H", "H", "H", "H", "O", "H", "H"],
  "coordinates": [[1.03, 1.00, -1.13], [-0.49, 1.07, -1.26], [-1.19, 0.69, 0.04], [-1.45, -0.74, 0.57], [-0.21, -1.58, 0.36], [-2.91, -1.27, -0.08], [1.39, 1.99, -1.39], [1.38, 0.24, -1.79], [1.03, 0.77, -0.02], [-0.77, 2.03, -1.65], [-0.84, 0.45, -2.16], [-2.12, 1.20, -0.02], [-1.69, -0.68, 1.63], [-0.53, -2.59, 0.95], [0.22, -1.92, -0.67], [0.45, -0.99, 0.93], [-2.99, -2.10, -0.77], [-3.54, -1.65, 0.79], [-2.98, -0.35, -0.61], [5.47, 1.35, 2.42], [5.04, 0.80, 1.73], [5.72, 2.28, 2.11]],
  "lowdin_charge": [-0.109, -0.294, -0.088, -0.380, -0.111, -0.038, 0.064, 0.051, 0.079, 0.082, 0.117, 0.099, 0.110, 0.127, 0.113, 0.031, 0.039, 0.082, 0.025, -0.113, 0.038, 0.075],
  "smiles": "CCNC(C)C.O",
  "homo_lumo_gap_ev": 9.5,
  "relative_energy_kj_mol": 333.1,
  "lumo_energy_ev": 0.8,
  "e_homo_ev": -8.65
}


# 5
{
  "formula": "C12H34ClIN3P2Re",
  "method": "the ωB97M-V functional and the def2-TZVPD basis",
  "species": ["C", "I", "H", "H", "H", "Re", "P", "C", "C", "H", "H", "H", "H", "H", "H", "C", "H", "H", "H", "P", "C", "C", "H", "H", "H", "C", "H", "H", "H", "H", "H", "H", "Cl", "C", "N", "C", "C", "N", "N", "C", "C", "H", "H", "H", "H", "H", "H", "H", "H", "H", "H", "H", "H", "H"],
  "coordinates": [[-1.42, 0.01, -5.37], [0.25, -0.09, -6.42], [-2.23, -0.27, -6.04], [-1.58, 1.03, -5.01], [-1.39, -0.68, -4.53], [0.09, 0.07, -0.56], [0.02, 2.32, -1.03], [-0.24, 3.54, 0.32], [1.56, 3.09, -1.72], [1.53, 4.17, -1.57], [-1.33, 3.83, -2.37], [1.65, 2.86, -2.78], [-0.92, 2.32, -3.26], [0.55, 3.44, 1.08], [2.43, 2.69, -1.19], [-1.23, 2.75, -2.29], [-0.19, 4.55, -0.10], [-2.20, 2.31, -2.00], [-1.22, 3.40, 0.81], [-0.11, -2.19, -1.00], [-0.42, -3.39, 0.36], [-1.34, -2.67, -2.26], [1.56, -2.77, -2.70], [1.33, -4.11, -1.53], [2.28, -2.68, -1.07], [1.42, -3.02, -1.65], [-0.98, -2.35, -3.26], [-1.49, -3.76, -2.25], [-0.52, -4.40, -0.07], [-1.34, -3.15, 0.92], [-2.30, -2.18, -2.05], [0.43, -3.39, 1.06], [1.65, 0.01, -2.35], [2.76, -0.37, 3.24], [1.32, -0.21, 3.45], [0.87, -0.13, 4.82], [0.52, -0.03, 2.38], [1.10, 0.03, 1.15], [-0.81, 0.07, 2.38], [-1.71, 0.04, 3.52], [-1.43, 0.16, 1.03], [3.18, -0.72, 4.19], [3.25, 0.60, 3.00], [2.99, -1.12, 2.47], [0.53, 0.88, 5.07], [0.10, -0.87, 5.05], [1.74, -0.36, 5.45], [2.11, 0.08, 1.18], [-2.72, 0.34, 3.18], [-1.82, -0.97, 3.95], [-1.42, 0.75, 4.29], [-1.10, 1.13, 0.51], [-1.26, -0.81, 0.44], [-2.51, 0.24, 1.11]],
  "lowdin_charge": [-0.765, 0.872, 0.014, -0.020, -0.048, 0.951, 0.629, -0.212, -0.243, 0.076, 0.087, 0.051, 0.044, 0.066, 0.051, -0.194, 0.081, 0.061, 0.061, 0.641, -0.215, -0.205, 0.042, 0.077, 0.049, -0.245, 0.046, 0.087, 0.081, 0.055, 0.063, 0.065, 0.235, 0.007, -0.087, -0.001, -0.338, -0.022, -0.070, 0.003, -0.144, 0.116, 0.127, 0.110, 0.119, 0.107, 0.110, 0.089, 0.117, 0.122, 0.102, 0.021, 0.023, 0.149],
  "homo_lumo_gap_ev": [4.1, 3.0],
  "charge": 3,
  "spin_multiplicity": 4,
  "lumo_energy_ev": [-11.8, -12.9],
  "e_homo_ev": [-15.92, -15.87]
}


# 6
{
  "formula": "H24O12",
  "method": "the ωB97M-V functional and the def2-TZVPD basis",
  "species": ["O", "H", "H", "O", "H", "H", "O", "H", "H", "O", "H", "H", "O", "H", "H", "O", "H", "H", "O", "H", "H", "O", "H", "H", "O", "H", "H", "O", "H", "H", "O", "H", "H", "O", "H", "H"],
  "coordinates": [[0.00, -0.66, -0.27], [0.22, -0.66, -1.21], [0.71, -0.16, 0.13], [-3.12, 2.27, -3.78], [-2.75, 1.41, -3.55], [-4.05, 2.20, -3.54], [1.44, -5.22, -0.32], [2.36, -5.29, -0.04], [1.07, -4.55, 0.26], [1.21, 0.74, 4.17], [1.78, 0.94, 4.91], [1.02, -0.20, 4.26], [2.15, 3.10, -0.90], [2.41, 2.37, -0.33], [1.87, 3.79, -0.28], [3.14, -0.98, -0.08], [2.70, -1.07, -0.93], [3.11, -1.87, 0.30], [-2.63, 0.09, 3.04], [-3.33, 0.41, 3.62], [-2.56, -0.85, 3.26], [0.20, 2.69, -3.23], [-0.22, 2.21, -2.50], [-0.35, 3.47, -3.35], [-0.41, 3.08, -0.61], [-0.24, 3.87, -0.08], [-0.01, 2.37, -0.09], [-2.86, 1.18, 1.36], [-2.32, 0.38, 1.33], [-2.68, 1.56, 2.23], [-1.35, -3.00, 1.77], [-2.16, -3.51, 1.78], [-0.90, -3.30, 0.97], [2.36, -2.57, -2.95], [1.68, -2.63, -2.27], [2.50, -1.62, -3.07]],
  "lowdin_charge": [-0.040, 0.031, 0.025, -0.061, 0.031, 0.034, -0.049, 0.041, 0.014, -0.063, 0.032, 0.031, -0.054, 0.033, 0.034, -0.045, -0.003, 0.043, -0.097, 0.078, 0.063, -0.078, -0.007, 0.035, -0.061, 0.049, 0.028, -0.109, 0.023, 0.024, -0.054, 0.043, 0.019, -0.044, 0.017, 0.037],
  "smiles": "O.O.O.O.O.O.O.O.O.O.O.O",
  "homo_lumo_gap_ev": 9.0,
  "relative_energy_kj_mol": 489.7,
  "lumo_energy_ev": -0.3,
  "e_homo_ev": -9.31
}


no.,E (a.u.)
1,-642.57917
2,-341.83736
3,-159.57426
4,-329.38072
5,-2159.65793
6,-917.13884